Molecular formula: H3N2O2P3S
Method: DFT, wB97M-V/def2-TZVPD

XYZ file:
```
11
Properties=species:S:1:pos:R:3:forces:R:3
N -1.3025 0.2127 -0.0199 0.597 -4.823 1.079
N -1.0145 -2.3207 0.7684 1.024 2.012 0.140
O 1.6029 0.7683 -1.2660 -0.864 1.329 0.025
O 1.4935 -1.6859 -0.6397 -2.722 -2.397 0.258
P -0.2288 -0.9458 0.6755 -3.265 1.393 -1.818
P 1.5207 1.2838 0.3947 0.180 -0.889 -1.021
P -0.9615 1.7039 0.1738 1.081 0.355 0.554
S 2.3986 -0.6086 -0.9052 2.805 2.796 0.983
H -0.2815 -2.9915 0.9031 0.362 -1.066 0.310
H -2.0004 2.2891 0.9419 0.617 0.414 0.339
H -1.2265 2.2946 -1.0267 0.185 0.876 -0.850
```
Positions in Å, forces in eV/Å.

The calculation puts the molecular weight at 188.03 g/mol. For the lowest unoccupied orbital energy (alpha / beta), the calculation gives -1.86 / -1.86 eV. As for the spin multiplicity: 1. The total energy is -1683.8925 Ha. Its energy above the lowest of the compared OMol25 structures with the same formula, charge and spin is 361.7 kJ/mol.